The following is a DFT calculation (ωB97M-V/def2-TZVPD) of a structure of composition C4H8NO2 in a non-equilibrium geometry.

The calculation puts the HOMO energy at -0.5302 hartree. Its charge is +1. The frontier orbital gap is 7.832 eV. The calculation puts the energy above the lowest of the compared OMol25 structures with the same formula, charge and spin at 117.4 kcal per mole. The total energy comes out at -9851.241 eV.

Geometry as XYZ:
```
15
Properties=species:S:1:pos:R:3:nbo_charge:R:1
C 0.9908 1.4815 0.0554 0.2560
C -0.0866 -0.5690 -0.0088 0.9075
C 2.1575 -0.7195 -0.0250 -0.4317
C -2.6564 -0.0441 -0.0011 -0.2914
N 1.0619 0.2156 0.0873 -0.3383
O -0.2937 -1.7030 -0.0200 -0.3854
O -1.4664 0.6375 -0.1300 -0.6113
H 1.8445 2.0152 0.0532 0.2126
H 0.1147 2.0773 0.1887 0.2831
H 1.8972 -1.4619 -0.7932 0.2660
H 2.2906 -1.1008 0.8913 0.2473
H 3.0259 -0.2407 -0.6269 0.2598
H -2.7045 -1.0004 0.6821 0.2039
H -2.9767 -0.1196 -1.0675 0.2071
H -3.1987 0.5319 0.7146 0.2147
```



The following is a DFT calculation (ωB97M-V/def2-TZVPD) of a structure of composition C12H24F2O9SSi2.

The calculation puts the HOMO energy at -0.3759 hartree. The frontier orbital gap is 10.535 eV. The total energy comes out at -63287.731 eV.

Geometry as XYZ:
```
50
Properties=species:S:1:pos:R:3:nbo_charge:R:1
C 2.3935 -0.5418 0.5340 -0.6209
C 1.4856 0.3515 1.3707 -0.3942
C 1.4216 1.8011 0.9327 -0.3958
C 0.7214 2.0041 -0.4173 -0.3963
C -0.7761 2.3044 -0.2607 -0.9192
Si -1.8505 0.7867 -0.1223 1.4445
O -1.0866 -0.6468 -0.3444 -1.2336
Si -0.8811 -1.1682 -1.9272 1.1991
S -2.6171 0.7353 1.9631 1.8027
C -4.2169 -0.0401 2.0009 -0.8702
O -1.7130 -0.1503 2.6753 -1.0022
O -2.6995 2.0737 2.4944 -0.9508
H 3.3568 -0.5922 1.0215 0.2111
H 2.5943 -0.1736 -0.4669 0.1935
H 1.9565 -1.5279 0.4619 0.2214
H 1.8699 0.3506 2.3861 0.2047
H 0.4877 -0.0577 1.4398 0.2033
H 2.4446 2.1555 0.8295 0.1994
H 0.9491 2.4050 1.6990 0.2029
H 1.1866 2.8497 -0.9089 0.2138
H 0.9153 1.1495 -1.0574 0.2000
H -1.1391 2.9451 -1.0560 0.2524
H -0.8934 2.8757 0.6540 0.2656
H -3.0339 0.9279 -1.0029 -0.1982
H -0.7385 0.0228 -2.7957 -0.2119
H 0.3959 -1.8964 -1.9665 -0.1638
H -1.9987 -1.9962 -2.4063 -0.1863
H -4.8943 0.5190 1.3676 0.2419
H -4.5519 -0.0121 3.0269 0.2613
H -4.1191 -1.0450 1.6175 0.2436
C 1.1064 1.9968 -5.8275 -0.1300
C 1.9244 1.9298 -4.5586 0.4462
O 1.5902 0.6506 -4.0447 -0.4977
C 1.2537 -0.1380 -5.1105 0.9687
O 1.1611 -1.3162 -5.0724 -0.5495
O 1.0468 0.6206 -6.2140 -0.4808
F 1.5561 2.8800 -3.6653 -0.3257
H 0.0994 2.3669 -5.6310 0.2038
H 1.5674 2.5965 -6.6073 0.2118
H 3.0032 1.9843 -4.7103 0.1580
C -0.5092 -2.5771 3.2844 -0.1550
C -0.4564 -2.8943 4.7596 0.4471
O 0.6102 -3.8264 4.8365 -0.5014
C 1.4600 -3.5669 3.7993 0.9694
O 2.5636 -3.9844 3.7088 -0.5631
O 0.8614 -2.7508 2.8991 -0.4929
F -1.5955 -3.4835 5.2000 -0.3315
H -1.1314 -3.2929 2.7451 0.1825
H -0.8487 -1.5651 3.0682 0.2708
H -0.2319 -2.0393 5.3981 0.1514
```



The following is a DFT calculation (ωB97M-V/def2-TZVPD) of a cluster of 5 separate species, C7H18O4 in total in a non-equilibrium geometry.

The calculation puts the HOMO energy at -0.3325 hartree. The SMILES is C=C/C=C(/C)C=C.O.O.O.O. The frontier orbital gap is 9.440 eV. The calculation puts the energy above the lowest of the compared OMol25 structures with the same formula, charge and spin at 39.0 kcal per mole. The total energy comes out at -15738.686 eV.

Geometry as XYZ:
```
29
Properties=species:S:1:pos:R:3:nbo_charge:R:1
C 1.2570 0.8753 2.5123 -0.3708
C 1.8075 0.9258 1.3008 -0.2345
C 2.0940 -0.2981 0.4924 -0.2756
C 1.1268 -1.1055 0.0484 0.0152
C 1.3790 -2.1850 -0.9639 -0.6418
C -0.2813 -0.9957 0.5441 -0.2369
C -0.8264 -1.9619 1.2496 -0.3668
H 0.9592 -0.0324 2.9983 0.2005
H 0.9336 1.7586 3.0517 0.1954
H 1.9999 1.9390 0.9502 0.2064
H 3.1604 -0.4038 0.3053 0.2154
H 2.4095 -2.2963 -1.2922 0.2184
H 1.0221 -3.1486 -0.6187 0.2265
H 0.7263 -1.9720 -1.8121 0.2170
H -0.6835 -0.0039 0.3863 0.2175
H -0.4060 -2.9000 1.6089 0.1959
H -1.8570 -1.9854 1.6031 0.2122
O -1.7313 2.5308 -0.7266 -0.9485
H -0.7720 2.5073 -0.6261 0.4807
H -1.8821 2.4727 -1.6760 0.4702
O 0.9287 0.6942 -2.3969 -0.9742
H 0.5432 -0.0680 -2.8425 0.4833
H 1.5781 0.3977 -1.7521 0.4884
O -1.9114 -0.2451 -2.9136 -0.9385
H -1.4996 0.6282 -2.8962 0.4642
H -2.3015 -0.2808 -2.0302 0.4764
O -2.2958 0.6793 2.2775 -0.9284
H -1.6173 1.1931 1.8139 0.4651
H -3.0478 1.1183 1.8448 0.4673
```



| no. | LUMO (eV) |
| --- | --- |
| 1 | -6.59 |
| 2 | 0.31 |
| 3 | 0.39 |